The following is a quantum chemistry calculation of a 7-piece molecular cluster, C65H79F6N4O2Si overall at a distorted geometry, from OMol25.

```
157
Properties=species:S:1:pos:R:3:forces:R:3
C -0.4421 -2.8410 1.1854 -0.1 0.1 -0.1
C 0.7323 -2.0480 1.7568 0.3 -0.8 -0.1
O 0.9391 -0.7814 1.1126 0.0 0.2 0.4
C 0.2677 0.3550 1.5261 -0.8 0.1 -0.5
C -0.9583 0.0838 2.3885 0.3 -0.1 0.5
N 1.1901 1.1982 2.4744 0.2 -0.4 0.0
C 1.8577 0.3956 3.5019 -0.1 0.0 0.0
C 2.9102 -0.4358 3.1806 0.2 0.1 -0.3
C 3.4950 -1.1424 4.2058 0.1 -0.1 0.1
C 3.0202 -0.9678 5.4981 0.0 -0.1 0.1
N 2.0151 -0.1563 5.8117 0.0 0.0 -0.1
C 1.4479 0.5097 4.8157 -0.1 0.2 0.0
C 2.1779 2.0773 1.8003 0.6 0.5 0.1
C 1.4962 3.1789 1.0036 -0.5 0.3 0.1
C 1.1980 4.3977 1.9270 -0.4 -0.5 0.1
N 0.8571 4.0191 3.3004 0.4 -0.6 0.0
C 1.1055 5.0735 4.2818 -0.4 0.0 -0.1
C 2.3898 3.7132 -0.1290 0.8 -0.3 0.5
C 3.8758 3.7240 0.2210 -0.5 -0.2 -1.2
C 4.6989 4.7216 -0.4782 0.2 1.4 2.9
O 4.3028 4.7773 1.0062 0.3 -0.1 -0.1
C 0.1204 2.6819 0.4949 0.3 0.1 0.2
C -0.0382 1.1837 0.2356 0.3 -0.2 -0.1
C -1.4869 0.9106 -0.2766 0.1 0.2 0.0
C -2.6160 1.8233 0.1902 -0.5 -0.2 -0.2
C -3.9509 1.4142 -0.4496 0.1 0.5 0.4
C -5.0295 2.4964 -0.2408 0.1 -0.1 0.1
N -6.0175 2.1253 0.7478 0.0 0.3 -0.4
C -7.1470 1.3952 0.4932 0.1 0.0 0.2
C -7.8279 1.2430 1.6724 -0.1 -0.2 -0.2
C -7.0846 1.9034 2.6755 0.0 0.0 0.2
C -5.9779 2.4428 2.0751 -0.1 -0.1 0.2
Si 0.9908 0.5264 -1.3000 0.1 0.1 -0.1
C 0.7164 1.7814 -2.6921 -0.2 -0.1 0.3
C 0.3216 -1.1069 -1.9322 0.3 0.1 -0.1
C 2.8406 0.2780 -1.0993 0.1 -0.3 0.1
H -0.9068 -2.3028 0.3605 0.0 0.1 0.0
H -0.0962 -3.7800 0.7595 0.0 -0.1 0.1
H -1.2038 -3.0572 1.9308 0.0 0.0 0.0
H 0.6973 -1.9872 2.8422 -0.2 0.3 0.0
H 1.6479 -2.6027 1.5543 0.1 0.2 -0.1
H -1.4423 1.0195 2.6618 -0.1 0.0 -0.1
H -0.6749 -0.3963 3.3254 0.0 -0.1 0.0
H -1.6645 -0.5761 1.9019 -0.1 0.1 -0.1
H 0.5691 1.8363 2.9761 0.1 0.2 0.1
H 3.2623 -0.5267 2.1639 0.0 -0.1 0.0
H 4.3134 -1.8194 4.0162 0.0 0.0 0.0
H 3.4762 -1.5174 6.3106 0.0 0.0 0.1
H 0.6331 1.1816 5.0687 0.0 0.0 0.1
H 2.8739 1.4612 1.2430 -0.3 -0.2 -0.2
H 2.7541 2.5286 2.6080 0.0 0.0 0.0
H 0.3430 4.9056 1.4818 0.3 0.4 -0.2
H 2.0626 5.0557 1.9294 0.1 0.1 0.2
H -0.1090 3.7191 3.3534 -0.2 0.4 0.0
H 0.8320 4.7182 5.2724 0.1 0.0 0.1
H 0.5149 5.9718 4.0752 0.1 0.1 0.0
H 2.1609 5.3299 4.2704 0.1 0.0 0.0
H 2.1630 4.7663 -0.2900 -0.4 0.0 -0.3
H 2.2774 3.1537 -1.0530 -0.2 0.0 -0.1
H 4.3622 2.7641 0.3939 0.0 0.0 0.1
H 4.2587 5.6449 -0.8268 -0.1 -0.4 -1.0
H 5.7766 4.7030 -0.4135 0.1 -0.5 -0.8
H -0.6243 2.9900 1.2396 -0.1 -0.1 0.0
H -0.1243 3.2517 -0.4013 -0.1 0.0 -0.1
H -1.4833 1.0157 -1.3654 0.0 0.0 -0.1
H -1.7453 -0.1362 -0.1167 -0.1 0.0 0.1
H -2.4262 2.8525 -0.1163 0.2 0.1 0.1
H -2.7805 1.8107 1.2684 0.2 0.1 0.1
H -3.8124 1.2379 -1.5156 0.0 -0.2 0.0
H -4.3108 0.5139 0.0466 0.0 -0.3 -0.3
H -5.5269 2.7235 -1.1816 -0.2 0.0 0.0
H -4.5736 3.4275 0.0984 0.1 0.1 0.0
H -7.3849 1.0578 -0.5005 0.1 0.0 -0.1
H -8.7615 0.7201 1.7759 -0.1 0.0 0.1
H -7.3333 1.9820 3.7194 0.0 0.0 0.0
H -5.1913 3.0351 2.5105 0.1 0.1 -0.2
H -0.1282 2.4400 -2.4866 0.0 0.1 -0.1
H 1.5931 2.3963 -2.8797 0.0 0.1 -0.1
H 0.4679 1.2483 -3.6094 0.1 0.0 -0.1
H 0.6950 -1.9591 -1.3691 -0.2 -0.1 0.1
H 0.7168 -1.2136 -2.9458 0.0 0.0 -0.1
H -0.7616 -1.1386 -2.0223 -0.1 -0.1 0.1
H 3.4200 1.1123 -0.7158 0.0 0.2 -0.1
H 3.2544 0.0273 -2.0787 0.0 0.1 -0.1
H 3.0378 -0.5836 -0.4584 0.0 0.0 0.1
F 4.6988 -2.3490 1.4351 -0.1 0.0 0.0
C 6.0531 -2.3146 1.3055 0.1 0.0 -0.1
C 6.6534 -3.1665 0.4042 -0.1 -0.1 -0.1
C 8.0335 -3.1148 0.2673 0.0 0.0 0.1
C 8.7817 -2.2312 1.0325 0.0 -0.1 0.0
C 8.1506 -1.3896 1.9364 0.0 0.0 0.0
C 6.7699 -1.4221 2.0757 -0.1 0.1 0.1
H 6.0501 -3.8493 -0.1791 0.0 0.0 0.0
H 8.5237 -3.7646 -0.4447 0.0 0.0 0.0
H 9.8555 -2.1944 0.9190 0.0 0.0 0.0
H 8.7323 -0.7004 2.5331 0.0 0.0 0.0
H 6.2576 -0.7650 2.7670 0.0 0.0 0.0
F -1.7028 -5.7167 -1.3380 0.0 0.0 0.0
C -0.6331 -6.5325 -1.4710 0.1 -0.1 0.0
C -0.3758 -7.4597 -0.4814 -0.1 0.0 0.1
C 0.7219 -8.2962 -0.6213 0.1 0.1 0.0
C 1.5439 -8.1903 -1.7346 0.0 0.0 0.0
C 1.2658 -7.2465 -2.7137 0.0 0.0 0.1
C 0.1666 -6.4084 -2.5885 0.0 0.1 -0.1
H -1.0293 -7.5235 0.3787 0.0 0.0 0.0
H 0.9297 -9.0358 0.1379 0.0 0.0 0.0
H 2.3969 -8.8466 -1.8406 0.0 0.0 0.0
H 1.9047 -7.1620 -3.5826 0.0 0.0 0.0
H -0.0739 -5.6721 -3.3437 0.0 0.0 0.0
F -0.5101 -10.9388 -0.8861 0.0 -0.1 0.0
C -1.4203 -10.8572 -1.8803 0.0 0.0 -0.1
C -2.6549 -10.3048 -1.6079 0.0 0.1 0.1
C -3.5828 -10.2164 -2.6356 0.0 0.0 0.0
C -3.2685 -10.6812 -3.9052 0.0 0.0 0.0
C -2.0193 -11.2342 -4.1506 0.0 0.0 0.0
C -1.0798 -11.3227 -3.1335 0.1 0.0 0.0
H -2.8796 -9.9547 -0.6095 0.0 0.0 0.0
H -4.5548 -9.7830 -2.4422 0.0 0.0 0.0
H -3.9968 -10.6131 -4.7017 0.0 0.0 0.0
H -1.7731 -11.6006 -5.1380 0.0 0.0 0.0
H -0.0982 -11.7441 -3.3029 0.0 0.0 0.0
F 9.8771 -0.2866 -1.1186 0.0 0.0 0.0
C 9.2024 -0.4109 -2.2810 0.0 0.0 -0.1
C 9.8794 -0.2106 -3.4667 0.1 0.0 0.0
C 9.1830 -0.3424 -4.6594 -0.1 0.0 0.0
C 7.8325 -0.6636 -4.6516 0.0 0.0 0.0
C 7.1750 -0.8571 -3.4446 0.1 0.0 0.0
C 7.8608 -0.7348 -2.2443 -0.1 0.0 0.1
H 10.9303 0.0440 -3.4495 0.0 0.0 0.0
H 9.6991 -0.1941 -5.5980 0.0 0.0 0.0
H 7.2950 -0.7634 -5.5848 0.0 0.0 0.0
H 6.1217 -1.1060 -3.4347 0.0 0.0 0.0
H 7.3673 -0.8887 -1.2942 0.0 0.0 0.0
F -10.8528 1.5718 0.5157 0.0 0.0 0.0
C -10.9716 2.3961 -0.5457 0.0 0.1 -0.1
C -12.2140 2.5465 -1.1275 -0.1 0.0 0.0
C -12.3398 3.3938 -2.2185 0.1 0.0 0.0
C -11.2321 4.0677 -2.7132 0.0 0.0 0.0
C -9.9938 3.8958 -2.1108 -0.1 0.0 0.0
C -9.8525 3.0570 -1.0133 0.1 0.0 0.0
H -13.0623 2.0069 -0.7289 0.0 0.0 0.0
H -13.3075 3.5271 -2.6827 0.0 0.0 0.0
H -11.3349 4.7254 -3.5657 0.0 0.0 0.0
H -9.1285 4.4188 -2.4967 0.0 0.0 0.0
H -8.8946 2.9173 -0.5302 -0.1 0.0 0.1
F 0.0038 6.3045 -0.2425 0.0 0.1 -0.2
C -1.1109 7.0191 0.0524 -0.1 0.0 0.0
C -2.2608 6.3315 0.3831 0.0 -0.1 0.0
C -3.4026 7.0573 0.6929 0.0 0.0 0.0
C -3.3766 8.4442 0.6611 0.0 0.0 0.0
C -2.2055 9.1089 0.3223 0.0 -0.1 0.0
C -1.0550 8.3956 0.0170 0.1 0.1 0.0
H -2.2576 5.2481 0.3935 0.0 0.0 0.0
H -4.3139 6.5379 0.9588 0.0 0.0 0.0
H -4.2684 9.0067 0.8998 0.0 0.0 0.0
H -2.1853 10.1896 0.2941 0.0 0.0 0.0
H -0.1307 8.8930 -0.2436 0.0 0.0 0.0
```
Positions in Å, forces in eV/Å.

The net charge is +1. As for the gap between HOMO and LUMO: 7.996 eV. The calculated total energy is -102917.5578 eV. The highest occupied orbital energy comes out at -10.0 eV. Its multiplicity is 1.

The following is a quantum chemistry calculation of C65H95FI3N13O2P as an isolated structure, from OMol25.

```
180
Properties=species:S:1:pos:R:3:forces:R:3
C -2.3197 -4.1951 -1.1815 -0.1 0.1 -0.1
C -2.4498 -4.8088 0.2176 -0.1 -0.3 -0.1
C -3.5604 -4.2064 1.1013 0.1 -0.1 0.1
C -3.0791 -3.3719 2.3015 -0.2 0.3 -0.1
C -1.7840 -2.5795 2.0829 0.1 0.0 0.1
C -1.7716 -1.3001 2.9312 -0.1 -0.1 -0.1
C -0.3547 -0.7587 3.1888 -0.1 -0.1 0.0
N -0.0343 0.6496 2.6988 -0.1 0.1 0.0
C -1.0794 1.5357 3.3997 -0.3 -0.2 -0.1
C -0.9226 3.0252 3.6300 0.0 0.1 -0.1
C -2.2462 3.6081 4.0919 0.1 0.0 -0.2
F 0.0382 3.2444 4.6284 -0.5 0.3 -0.1
C -0.2891 0.7011 1.2097 0.0 0.4 -0.1
O -0.2919 2.0667 0.8903 -0.2 -0.2 0.1
C 0.7454 -0.0599 0.4357 0.1 0.4 -0.3
N 2.0419 0.6010 0.4749 0.2 -0.1 0.6
P 3.1704 -0.6208 -0.2136 0.0 0.2 -0.2
C 2.5798 -0.4744 -1.9242 0.0 -0.4 -0.2
O 4.5821 0.1758 -0.4301 -0.1 0.2 0.1
C 2.4139 1.2603 1.7454 -0.3 0.2 -0.3
C 2.7798 2.8150 1.6546 0.0 -0.1 -0.2
I 3.2237 3.5143 -0.3327 0.1 -0.4 0.1
C 1.8299 3.8611 2.2070 -0.1 0.4 0.0
C 2.4707 5.2483 2.4023 0.1 0.0 0.0
C 1.4719 1.0082 2.9961 0.7 -0.2 0.4
C 2.1362 0.0485 3.9860 -0.3 -0.1 0.2
I 3.0644 -1.6579 3.2148 0.1 -0.1 -0.2
C 2.1625 0.2984 5.3030 0.0 0.2 0.0
C 1.5484 1.5095 5.9709 0.3 0.0 0.0
I 3.0741 -0.9601 6.6872 0.1 -0.1 0.1
H -2.1007 -4.9547 -1.9329 0.1 0.0 0.0
H -3.2546 -3.7140 -1.4846 0.1 0.0 0.0
H -1.5262 -3.4484 -1.2389 0.0 0.1 0.0
H -1.4868 -4.7516 0.7294 0.0 -0.1 0.0
H -2.6564 -5.8750 0.0981 0.0 0.1 0.0
H -4.2426 -3.6074 0.4903 0.1 0.0 0.0
H -4.1619 -5.0312 1.4916 -0.1 0.1 0.0
H -3.8668 -2.6466 2.5422 0.0 -0.1 0.1
H -2.9752 -4.0035 3.1865 0.1 0.0 0.0
H -0.9181 -3.1883 2.3649 -0.1 0.0 -0.1
H -1.6684 -2.3367 1.0185 0.1 0.1 0.1
H -2.4352 -0.5773 2.4572 0.0 0.1 0.1
H -2.2281 -1.5304 3.8982 0.0 0.1 0.0
H -0.1657 -0.7276 4.2599 0.1 -0.1 -0.1
H 0.3672 -1.4208 2.7268 0.1 0.0 0.1
H -1.3092 1.0501 4.3511 0.2 0.1 0.0
H -1.9708 1.4462 2.7787 0.1 -0.1 0.0
H -0.5798 3.5405 2.7377 0.0 -0.1 0.1
H -2.1757 4.6961 4.1131 0.0 -0.1 0.2
H -2.5265 3.2235 5.0734 0.0 0.0 0.0
H -3.0303 3.3691 3.3704 0.0 0.0 0.1
H -1.2715 0.2634 1.0330 0.0 -0.1 0.2
H -0.6904 2.1927 0.0212 0.1 0.0 -0.1
H 0.3864 -0.0545 -0.5999 0.0 -0.1 0.1
H 0.7758 -1.1162 0.7463 0.0 0.0 0.0
H 3.3715 -0.9227 -2.5319 -0.1 0.0 0.0
H 1.6775 -1.0773 -2.0635 0.1 0.1 -0.1
H 2.4288 0.5551 -2.2462 0.0 0.1 0.1
H 4.7985 0.8765 0.1907 0.1 0.1 0.0
H 3.3621 0.8128 2.0600 -0.1 0.1 0.0
H 3.7341 2.9459 2.1733 -0.1 -0.2 0.0
H 1.4478 3.5549 3.1778 0.2 0.1 -0.2
H 0.9819 3.9621 1.5279 0.0 -0.1 0.1
H 2.0813 5.9675 1.6823 0.1 0.0 0.0
H 3.5571 5.2249 2.2915 0.0 0.0 0.0
H 2.2552 5.6313 3.4017 0.0 0.0 -0.1
H 1.4414 1.9452 3.5433 -0.3 -0.2 -0.2
H 0.4596 1.4981 5.9023 0.2 0.0 0.1
H 1.9125 2.4359 5.5169 -0.1 -0.2 0.0
H 1.8169 1.5529 7.0228 0.0 -0.1 0.0
N -5.2160 -3.7913 6.8791 0.0 0.0 0.0
C -4.4378 -4.1001 7.9603 0.0 0.0 0.0
C -3.1917 -3.5769 7.7458 0.0 0.0 0.0
C -3.2220 -2.9258 6.4821 0.0 0.0 0.0
C -4.4858 -3.0768 5.9731 0.0 0.0 0.0
H -6.1771 -4.0552 6.7673 0.0 0.0 0.0
H -4.8330 -4.6638 8.7871 0.0 0.0 0.0
H -2.3537 -3.6532 8.4173 0.0 0.0 0.0
H -2.4055 -2.4077 6.0055 0.0 0.0 0.0
H -4.9228 -2.7368 5.0498 0.0 0.0 0.0
N 4.1809 2.2951 -6.0057 0.0 0.0 0.0
C 4.6884 2.3242 -4.7363 -0.1 -0.1 0.0
C 3.8755 3.1290 -3.9835 0.0 0.0 0.0
C 2.8481 3.6191 -4.8358 -0.1 -0.2 0.1
C 3.0583 3.0717 -6.0726 -0.1 0.1 -0.1
H 4.5677 1.7741 -6.7705 0.0 0.0 0.0
H 5.5687 1.7639 -4.4725 0.0 0.0 0.0
H 3.9832 3.3133 -2.9278 0.1 0.1 -0.2
H 2.0337 4.2699 -4.5647 0.0 0.0 0.0
H 2.4943 3.1659 -6.9848 0.1 0.0 0.0
N 4.2510 -5.0412 4.6495 0.0 0.0 0.0
C 4.2013 -6.1268 3.8225 0.0 0.0 0.0
C 4.9520 -7.1205 4.3952 0.1 -0.1 0.0
C 5.4765 -6.6124 5.6148 0.0 0.0 0.0
C 5.0253 -5.3264 5.7447 0.0 0.0 0.0
H 3.8001 -4.1620 4.4774 -0.1 0.1 0.1
H 3.6426 -6.1019 2.9022 0.0 0.0 0.0
H 5.1257 -8.1010 3.9819 0.1 0.0 0.0
H 6.1056 -7.1340 6.3155 0.0 0.0 0.0
H 5.1806 -4.5982 6.5231 0.0 0.0 0.0
N -0.8052 2.0354 -9.6908 0.0 -0.1 0.1
C -0.6153 0.8665 -10.3742 -0.1 0.0 -0.1
C 0.5097 0.2669 -9.8790 -0.1 -0.1 0.1
C 1.0013 1.0977 -8.8364 0.2 0.0 0.1
C 0.1718 2.1830 -8.7445 0.0 0.0 0.0
H -1.5623 2.6749 -9.8424 0.0 0.1 0.0
H -1.3018 0.5508 -11.1408 0.0 0.0 -0.1
H 0.9158 -0.6766 -10.2029 0.0 0.0 0.0
H 1.8507 0.9005 -8.2027 0.0 0.0 0.0
H 0.1765 3.0265 -8.0756 0.0 0.0 0.0
N -2.9917 -3.6554 -10.1751 0.0 0.0 0.0
C -2.2462 -2.5748 -9.7923 0.0 0.0 0.0
C -3.1138 -1.5528 -9.5046 0.0 0.1 0.1
C -4.4327 -2.0393 -9.7210 0.0 0.0 0.0
C -4.3215 -3.3389 -10.1365 0.0 0.0 0.0
H -2.6191 -4.5449 -10.4501 0.0 0.0 0.0
H -1.1708 -2.6190 -9.7600 0.0 0.0 0.0
H -2.8295 -0.5667 -9.1747 0.0 0.0 0.0
H -5.3536 -1.4969 -9.5895 0.0 0.0 0.0
H -5.0727 -4.0606 -10.4063 0.0 0.0 0.0
N 0.3193 9.9679 3.0401 0.0 0.0 0.0
C -0.2288 9.6733 1.8235 0.0 0.0 0.0
C -0.6507 8.3710 1.8590 0.1 0.0 0.0
C -0.3421 7.8641 3.1518 0.0 -0.1 0.0
C 0.2586 8.8734 3.8559 0.0 0.0 0.0
H 0.7103 10.8555 3.2954 0.0 0.0 0.0
H -0.2754 10.4100 1.0406 0.0 0.0 0.0
H -1.1275 7.8427 1.0503 0.0 0.0 0.0
H -0.5387 6.8704 3.5208 0.0 0.0 0.0
H 0.6425 8.9051 4.8607 0.0 0.0 0.0
N -6.0285 7.2800 3.4001 0.0 0.0 0.0
C -5.1773 6.8222 4.3671 0.0 0.0 0.0
C -3.9202 7.2767 4.0640 0.0 0.0 0.0
C -4.0190 8.0391 2.8678 0.0 0.0 0.0
C -5.3332 8.0207 2.4840 0.0 0.0 0.0
H -7.0157 7.1068 3.3713 0.0 0.0 0.0
H -5.5365 6.2263 5.1884 0.0 0.0 0.0
H -3.0285 7.1002 4.6431 0.0 0.1 0.0
H -3.2188 8.5493 2.3608 0.0 0.0 0.0
H -5.8307 8.4782 1.6466 0.0 0.0 0.0
N -1.5036 -1.6222 -6.1710 0.0 0.0 0.0
C -0.4991 -0.6985 -6.1103 -0.1 0.0 0.0
C -0.1702 -0.5197 -4.7926 0.0 0.0 0.1
C -1.0119 -1.3757 -4.0298 0.0 0.0 0.0
C -1.8246 -2.0415 -4.9116 0.0 0.0 0.0
H -1.9454 -1.9368 -7.0194 0.0 0.0 0.0
H -0.1075 -0.2467 -7.0040 0.0 0.0 0.0
H 0.5893 0.1504 -4.4225 0.0 0.0 0.0
H -1.0232 -1.4907 -2.9587 0.0 0.0 0.1
H -2.5982 -2.7715 -4.7487 0.0 0.0 0.0
N 2.4791 -9.5167 3.8746 0.0 0.0 0.0
C 1.7359 -9.7806 2.7569 0.0 0.0 0.0
C 1.0350 -10.9357 2.9807 0.0 0.0 0.0
C 1.3705 -11.3864 4.2867 0.0 0.0 0.0
C 2.2632 -10.4896 4.8105 0.0 0.0 0.0
H 3.0916 -8.7293 3.9911 -0.1 0.0 0.1
H 1.7688 -9.1299 1.8999 0.0 0.0 0.0
H 0.3602 -11.4078 2.2868 0.0 0.0 0.0
H 1.0003 -12.2679 4.7819 0.0 0.0 0.0
H 2.7591 -10.4615 5.7653 0.0 0.0 0.0
N -4.7108 3.8306 -9.7077 0.0 0.0 0.0
C -4.0602 3.9757 -8.5105 0.0 0.0 0.0
C -4.8019 4.8210 -7.7309 0.0 0.0 0.0
C -5.9431 5.2032 -8.4873 0.0 0.0 0.0
C -5.8576 4.5764 -9.7006 0.0 0.0 0.0
H -4.4032 3.2650 -10.4759 0.0 0.0 0.0
H -3.1350 3.4645 -8.3047 0.0 0.0 0.0
H -4.5556 5.1311 -6.7296 0.0 0.0 0.0
H -6.7353 5.8618 -8.1749 0.0 0.0 0.0
H -6.5133 4.5958 -10.5536 0.0 0.0 0.0
N 6.9221 -3.3380 3.5290 -0.1 0.0 0.0
C 7.2387 -3.9543 2.3500 0.0 0.0 0.0
C 7.8618 -3.0333 1.5503 0.0 0.0 0.0
C 7.9256 -1.8133 2.2786 0.0 0.0 0.0
C 7.3367 -2.0339 3.4957 -0.1 0.0 0.0
H 6.4600 -3.7877 4.2994 0.1 -0.1 0.0
H 6.9978 -4.9907 2.1856 0.0 0.0 0.0
H 8.2367 -3.2138 0.5572 0.0 0.0 0.0
H 8.3582 -0.8844 1.9471 0.0 0.0 0.0
H 7.1813 -1.3785 4.3359 0.0 0.0 0.0
```
Positions in Å, forces in eV/Å.

The net charge is +1. As for the gap between HOMO and LUMO: 7.044 eV. The energy above the lowest of the compared OMol25 structures with the same formula, charge and spin is 0.0 kJ/mol. The calculated total energy is -128710.4870 eV. The highest occupied orbital energy comes out at -9.3 eV. Its multiplicity is 1.

Q: gap between HOMO and LUMO of number 1 (C65H79F6N4O2Si)?
A: 7.996 eV

Q: What is the highest occupied orbital energy in the second record?
A: -9.3 eV